The following is a DFT calculation (wB97M-V/def2-TZVPD) of a structure of composition C22H20AuBrN2OS.

Results
Electronic energy, a.u.: -4142.4192
HOMO-LUMO gap, Ha: 0.212
Molar mass, g/mol: 637.4
Total charge: +2
HOMO energy, eV: -14.44

```
48
Properties=species:S:1:pos:R:3:nbo_charge:R:1
C -5.803 1.048 0.844 0.4383
H 1.554 -0.299 5.086 0.2512
C 3.107 -0.306 0.689 -0.2233
C 1.697 -0.300 -1.293 -0.2013
H 3.431 1.001 -5.245 0.2306
H -6.220 -1.085 0.814 0.2643
H 0.708 -1.035 -3.820 0.2047
H 3.310 -1.514 -5.252 0.2296
C 1.852 -0.316 0.093 0.0980
H 4.429 -1.588 -3.889 0.2143
C -3.489 1.570 0.692 0.1527
N 0.847 -0.333 1.052 -0.5001
H -7.704 0.803 0.958 0.5160
H -3.125 -0.287 3.390 0.2524
C 1.286 -0.329 2.293 0.0465
C 2.728 -0.229 -3.617 -0.0932
H 0.702 -0.316 -1.722 0.2152
C 3.376 -1.515 -4.164 -0.5959
C 2.817 -0.259 -2.097 0.0416
C -1.020 -0.296 2.943 0.0630
H 3.071 1.916 -3.776 0.2135
H -3.847 -1.700 0.674 0.2428
S 2.975 -0.322 2.419 0.5975
N -3.152 0.256 0.664 -0.6105
H 0.782 0.744 -3.776 0.2050
C -2.109 -0.272 3.760 -0.2789
C 3.499 0.986 -4.157 -0.5978
O -7.033 1.502 0.947 -0.5840
H 2.859 -2.399 -3.787 0.2134
C -0.537 -0.238 5.601 -0.1697
C -5.463 -0.312 0.793 -0.3199
Br -2.074 2.805 0.577 0.1727
H 1.293 -0.135 -5.213 0.2394
C 4.085 -0.256 -1.473 -0.1092
H -0.354 -0.204 6.666 0.2592
C -4.146 -0.662 0.712 0.0832
H 4.555 0.962 -3.888 0.2138
H 4.972 -0.234 -2.092 0.2324
C -4.779 2.006 0.781 -0.3083
C -1.843 -0.241 5.132 -0.1389
C 0.303 -0.306 3.351 -0.1059
H -5.017 3.059 0.796 0.2837
C 4.249 -0.280 -0.109 -0.2049
C 1.289 -0.161 -4.124 -0.6110
C 0.535 -0.281 4.719 -0.1424
H 5.237 -0.276 0.333 0.2498
H -2.675 -0.218 5.823 0.2568
Au -1.158 -0.154 0.891 1.1134
```

***

The following is a DFT calculation (wB97M-V/def2-TZVPD) of the molecule C3H6N2OS.

Results
Electronic energy, a.u.: -700.7449
SMILES: C/N=C\N(O)C=S
HOMO-LUMO gap, Ha: 0.323
Molar mass, g/mol: 118.2
Total charge: 0
HOMO energy, eV: -8.80
Energy above the lowest of the compared OMol25 structures with the same formula, charge and spin, kcal per mole: 90.6

```
13
Properties=species:S:1:pos:R:3:nbo_charge:R:1
N 0.527 -0.127 0.091 -0.1758
N -0.679 0.212 -2.000 -0.4044
S -1.087 -0.635 2.120 -0.1067
C -0.557 -0.272 -0.838 0.2269
O 1.813 0.214 -0.285 -0.5124
H 1.974 -0.328 -1.030 0.4740
H -1.372 -0.839 -0.406 0.2251
H 0.038 1.616 -3.392 0.2106
H 1.196 0.183 1.963 0.2165
C 0.299 -0.116 1.422 -0.0850
H 1.292 0.633 -2.564 0.1730
H 0.445 1.935 -1.681 0.2023
C 0.321 1.163 -2.445 -0.4440
```

***

The following is a DFT calculation (wB97M-V/def2-TZVPD) of a structure of composition C25H33F4N4PdSe.

Results
Electronic energy, a.u.: -4119.9916
HOMO-LUMO gap (spin up / spin down), Ha: 0.203 / 0.180
Molar mass, g/mol: 650.9
Total charge: +1
HOMO energy (spin up / spin down), eV: -10.11 / -9.93

```
68
Properties=species:S:1:pos:R:3:nbo_charge:R:1
H 5.013 2.412 -0.844 0.1950
C -3.312 -3.646 -1.071 0.3569
C -3.248 -3.262 -2.401 -0.3689
F -2.645 -3.476 1.170 -0.3163
H 5.511 1.578 -5.060 0.2336
H -0.567 -0.321 3.703 0.2079
C 4.040 4.516 -5.954 -0.1861
H 1.326 1.330 3.871 0.2076
H 2.230 6.168 -2.682 0.2052
H 3.390 6.470 0.858 0.2160
C 4.837 2.420 -5.032 -0.2129
C 1.064 4.354 -2.603 -0.2201
H 5.525 1.310 1.313 0.2182
C 5.418 0.714 0.412 -0.6109
H 0.728 6.285 -1.767 0.2235
H 4.404 0.323 0.379 0.1940
H -0.642 -2.291 2.225 0.1943
H 6.123 -0.184 -1.992 0.2229
H 4.147 5.284 -6.702 0.2337
H 3.619 0.053 -1.820 0.2346
C 2.354 5.383 -0.683 -0.3967
H 2.346 5.454 -5.029 0.2351
N 2.137 3.461 -2.965 -0.3470
C -1.699 -1.925 -0.396 0.0692
H -2.192 -1.447 2.169 0.2317
C 2.832 6.678 -0.049 -0.6003
N -0.980 -1.196 0.465 -0.6184
C 2.511 2.342 -2.313 0.3090
H 1.549 -1.739 1.778 0.2239
H 0.486 4.566 -3.507 0.2236
H 2.761 -0.500 2.127 0.2199
N 0.798 0.199 2.168 -0.3870
H 1.988 7.313 0.204 0.2082
C 3.856 2.543 -4.058 0.1043
H 0.573 2.255 2.546 0.2220
C 5.712 1.571 -0.811 -0.4007
H 6.107 -0.122 0.464 0.2102
H 1.707 4.848 0.016 0.2047
F -0.782 -0.575 -2.132 -0.3360
H 3.479 7.222 -0.731 0.2069
H 6.712 1.993 -0.720 0.2193
C 2.964 3.630 -4.053 0.1767
Se 1.975 1.906 -0.578 -0.2047
C 4.210 0.537 -2.604 -0.2220
Pd 0.459 0.190 -0.173 0.8262
C 4.921 3.435 -5.964 -0.1884
C 5.641 0.786 -2.120 -0.4060
C -1.639 -1.596 -1.778 0.2505
C 1.771 -0.867 2.400 -0.4362
H -3.846 -3.760 -3.142 0.2583
H 6.184 1.329 -2.894 0.2122
C 1.255 1.437 2.782 -0.4265
C -0.555 -0.144 2.619 -0.2384
C -1.133 -1.365 1.892 -0.2444
C 3.035 4.626 -5.015 -0.2365
H 5.688 3.391 -6.720 0.2335
N 3.539 1.764 -2.966 -0.3413
H 3.219 4.750 -0.894 0.1887
H 4.216 -0.113 -3.484 0.2245
F -4.133 -4.637 -0.719 -0.2915
H 2.241 1.691 2.390 0.2203
H 0.420 3.833 -1.889 0.2376
H -1.196 0.719 2.404 0.2157
C -2.392 -2.225 -2.744 0.3670
C 1.586 5.646 -1.973 -0.4048
C -2.560 -3.018 -0.093 0.2924
F -2.320 -1.827 -4.018 -0.2965
H 1.792 -1.162 3.455 0.2033
```

***

The following is a DFT calculation (wB97M-V/def2-TZVPD) of the ion C22H21OS with charge +1.

Results
Electronic energy, a.u.: -1324.0381
HOMO-LUMO gap, Ha: 0.281
Molar mass, g/mol: 333.5
Total charge: +1
HOMO energy, eV: -11.09

```
45
Properties=species:S:1:pos:R:3:nbo_charge:R:1
C 1.266 -0.629 2.949 -0.2219
C -4.108 -1.877 0.579 -0.1957
C 1.713 -4.640 -0.897 -0.1800
C -2.904 -1.379 1.172 -0.1996
C -0.222 -1.284 1.085 -0.1047
H 0.575 -0.685 -3.376 0.2784
C 0.840 -0.787 -2.322 -0.8747
H 2.180 -5.428 -1.506 0.2338
C -1.607 -2.840 -0.198 -0.0794
H -5.068 -1.537 1.002 0.2352
C 1.872 -2.917 0.819 -0.2116
H 1.898 -0.604 -2.161 0.2624
H 1.145 0.263 0.452 0.2556
S -0.120 0.389 -1.461 1.8200
C 0.565 -2.531 0.593 -0.0299
H 0.454 1.912 -3.252 0.2931
H 3.525 -4.210 0.268 0.2349
H -4.923 -3.317 -0.823 0.2324
C -2.747 -3.346 -0.824 -0.1936
C 0.026 -1.148 2.619 -0.0457
C -0.211 -3.281 -0.320 0.0153
H -1.934 -1.575 3.484 0.2191
H 0.071 2.786 -1.729 0.2773
C -0.640 -0.770 4.956 -0.2136
C 0.083 -0.001 0.307 -0.5818
H 0.565 -1.765 -1.947 0.2971
H 2.376 -2.457 1.659 0.2261
H 2.631 0.104 4.449 0.2277
H 1.695 2.026 -1.953 0.2667
H 0.906 -0.017 6.308 0.2332
H 2.008 -0.532 2.158 0.1934
H -0.546 0.787 0.757 0.2790
C -1.661 -1.875 0.816 -0.0142
H -1.391 -0.849 5.754 0.2322
H -2.900 -0.631 1.967 0.2172
C -4.011 -2.884 -0.414 -0.1774
C 2.478 -3.938 0.055 -0.2109
C 0.352 -4.310 -1.071 -0.2393
O -1.501 0.283 -1.883 -0.8619
C 1.604 -0.215 4.241 -0.2022
C 0.656 -0.333 5.279 -0.1855
C -0.935 -1.195 3.645 -0.1452
H -2.533 -4.158 -1.498 0.2211
C 0.615 1.925 -2.152 -0.8083
H -0.333 -4.831 -1.748 0.2262
```

***

The following is a DFT calculation (wB97M-V/def2-TZVPD) of a structure of composition C3H5LiO3Pr.

Results
Electronic energy, a.u.: -866.4127
HOMO-LUMO gap (spin up / spin down), Ha: 0.311 / 0.365
Molar mass, g/mol: 236.9
Total charge: +3
HOMO energy (spin up / spin down), eV: -23.80 / -23.82
Expectation value of S²: 2.0042
Spin multiplicity: 3

```
13
Properties=species:S:1:pos:R:3:mulliken_spin:R:1
H -2.495 0.954 -1.241 -0.0007
H 0.631 -1.685 -0.551 -0.0007
O 0.070 -0.895 1.276 -0.0206
C 0.882 -0.852 0.127 -0.0014
Pr -1.155 0.640 2.240 2.0311
C -1.398 1.251 -0.972 -0.0006
H 1.945 -0.968 0.404 -0.0010
O -1.705 1.322 0.236 -0.0060
C 0.829 0.436 -0.670 0.0010
Li 0.195 -2.540 2.072 -0.0001
H 1.610 0.412 -1.435 0.0002
H 0.987 1.329 -0.049 -0.0006
O -0.396 0.596 -1.437 -0.0007
```

***

The following is a DFT calculation (wB97M-V/def2-TZVPD) of a structure of composition C18H26LuN2O3P2S2Si.

Results
Electronic energy, a.u.: -4041.1961
HOMO-LUMO gap, Ha: 0.265
Molar mass, g/mol: 647.6
Total charge: -1
HOMO energy, eV: -4.81
Energy above the lowest of the compared OMol25 structures with the same formula, charge and spin, kcal per mole: 13.5

```
55
Properties=species:S:1:pos:R:3:nbo_charge:R:1
O -0.133 0.070 -1.972 -1.3310
C 0.543 -3.591 2.107 -0.1364
H 1.567 2.386 3.511 0.2535
H 1.929 -0.913 -3.992 0.2228
C 0.980 -0.747 -4.496 -1.1208
Lu 0.501 1.037 -0.255 1.4390
H 0.481 -1.707 -4.593 0.2184
P -0.234 -1.589 0.249 0.9308
Si -0.117 0.485 -3.505 1.8983
H -1.828 0.760 -5.341 0.2203
H 0.227 -4.312 1.365 0.1947
H -2.323 -1.999 -0.829 0.2514
H -1.889 0.253 2.850 0.2496
H 1.686 -2.675 -0.720 0.2453
C 1.317 -1.773 4.028 -0.2049
H 1.614 -1.073 4.792 0.2062
C 2.953 0.354 -0.467 0.6559
C -1.524 3.157 0.010 -0.1735
H 0.277 -3.769 -0.785 0.2089
H -2.299 -0.521 -4.237 0.2197
H 0.947 2.523 -4.634 0.2265
C -2.372 4.131 -0.489 -0.5000
C 0.749 -1.307 2.848 -0.2956
C 0.588 2.268 -3.641 -1.1322
C -1.087 0.714 3.426 -0.9265
H 0.408 -2.392 -1.913 0.2597
H -1.284 1.784 3.477 0.2492
S 0.134 3.530 0.414 -0.2729
C -1.859 0.470 -4.296 -1.1219
O 2.370 -0.326 0.398 -0.7143
C 1.119 -4.039 3.282 -0.2332
P 0.498 0.489 2.520 0.9164
H -1.030 0.284 4.427 0.2088
C -3.729 3.886 -0.738 0.3254
H 1.268 -5.097 3.446 0.2061
S -2.078 1.548 0.308 -0.2627
C -1.948 -2.262 0.160 -0.9305
C 1.512 -3.126 4.245 -0.2084
N -4.855 3.746 -0.939 -0.3857
C -1.923 5.412 -0.830 0.3225
O 2.520 1.409 -0.955 -0.7291
H 3.951 -0.002 -0.821 0.0947
C 0.366 -2.234 1.868 -0.3448
C 0.616 -2.742 -0.904 -0.9372
C 1.636 1.316 3.715 -0.9414
H 1.423 2.396 -2.948 0.2420
H 1.971 -3.465 5.164 0.2069
H -0.177 2.998 -3.380 0.2430
H -1.978 -3.342 0.307 0.2121
H 1.360 1.136 4.753 0.2151
H 2.659 0.993 3.531 0.2372
H 1.192 -0.391 -5.498 0.2223
H -2.570 -1.763 0.901 0.2409
H -2.524 1.156 -3.780 0.2444
N -1.600 6.471 -1.147 -0.3847
```

***

Q: Which value of total charge does entry 6 give?
A: -1